## 1
DFT (ωB97M-V with the def2-TZVPD basis set) results for an isolated molecule of C7H10N4.

Properties
2S+1 = 1
LUMO level = 0.2 eV
gap between HOMO and LUMO = 8.35 eV
highest occupied orbital energy = -8.14 eV
SMILES = CN1N=C[C@H]2N=CC=N[C@]21C

Atoms and positions in Å:
C1 2.299 -0.446 0.858
N1 1.134 -0.766 0.097
N2 0.528 -1.919 0.248
C2 -0.694 -1.968 -0.135
C3 -1.068 -0.643 -0.797
N3 -2.389 -0.054 -0.432
C4 -2.487 0.781 0.499
C5 -1.295 1.107 1.295
N4 -0.119 0.876 0.922
C6 0.132 0.220 -0.318
C7 0.730 1.086 -1.356
H1 2.273 0.711 0.971
H2 2.236 -1.006 1.813
H3 3.190 -0.700 0.110
H4 -1.124 -2.988 -0.363
H5 -1.162 -0.746 -1.914
H6 -3.433 1.261 0.783
H7 -1.345 1.558 2.339
H8 1.799 0.996 -1.129
H9 0.299 2.052 -1.216
H10 0.495 0.587 -2.275

## 2
DFT (ωB97M-V with the def2-TZVPD basis set) results for an isolated molecule of C7H10N4.

Properties
2S+1 = 1
LUMO level = 0.7 eV
gap between HOMO and LUMO = 8.42 eV
highest occupied orbital energy = -7.70 eV
SMILES = Cc1nccnccnn1C

Atoms and positions in Å:
C1 1.521 1.251 -1.287
C2 0.659 0.688 -0.226
N1 -0.225 1.426 0.236
C3 -1.303 1.295 1.068
C4 -2.436 0.670 0.653
N2 -2.595 0.073 -0.529
C5 -1.956 -0.942 -0.950
C6 -1.079 -1.743 -0.189
N3 0.039 -1.566 0.388
N4 0.958 -0.683 0.096
C7 2.196 -0.851 0.887
H1 2.467 1.867 -0.891
H2 1.009 2.106 -1.687
H3 1.870 0.491 -1.904
H4 -1.213 1.651 2.056
H5 -3.400 0.910 1.110
H6 -2.351 -1.362 -1.957
H7 -1.630 -2.701 -0.039
H8 1.869 -1.205 1.898
H9 2.980 -1.550 0.311
H10 2.621 0.176 0.959

1 comes first in stability; the runner-up is 1.216 eV higher.